{
  "formula": "C10H14OSi",
  "method": "ωB97M-V/def2-TZVPD",
  "species": ["O", "Si", "C", "C", "C", "C", "C", "C", "C", "C", "C", "C", "H", "H", "H", "H", "H", "H", "H", "H", "H", "H", "H", "H", "H", "H"],
  "coordinates": [[1.213, 2.373, -1.481], [1.314, 1.980, 0.080], [0.460, 0.252, 0.631], [-0.990, 0.296, 0.261], [-1.957, 0.138, 1.248], [-3.319, 0.198, 0.821], [-3.702, 0.163, -0.456], [-2.725, 0.223, -1.467], [-1.416, 0.298, -1.073], [1.302, -0.822, -0.165], [2.784, -1.029, 0.082], [1.709, -2.065, 0.533], [0.343, 1.940, -1.870], [2.750, 1.787, 0.254], [0.626, 2.577, 1.089], [0.691, 0.031, 1.755], [-1.761, -0.034, 2.336], [-4.258, 0.181, 1.474], [-4.721, 0.046, -0.866], [-3.003, 0.244, -2.512], [-0.604, 0.352, -1.835], [1.086, -0.825, -1.220], [3.242, -0.509, 0.981], [3.446, -1.320, -0.643], [1.614, -2.924, -0.110], [1.456, -2.346, 1.513]],
  "largest_force_ev_per_a": 5.0,
  "relative_energy_ev": 1.635,
  "smiles": "O[SiH2][C@@H](c1ccccc1)C1CC1",
  "orbital_gap_ev": 9.18,
  "e_homo_ha": -0.3124,
  "mol_weight_g_mol": 178.31
}



{
  "formula": "C9H8F2",
  "method": "ωB97M-V/def2-TZVPD",
  "species": ["C", "C", "C", "C", "C", "C", "C", "C", "C", "F", "F", "H", "H", "H", "H", "H", "H", "H", "H"],
  "coordinates": [[1.457, 2.194, 0.254], [1.120, 0.964, -0.507], [-0.242, 0.270, -0.404], [-1.621, 0.485, -0.418], [-2.419, -0.641, -0.041], [-1.896, -1.925, 0.169], [-0.526, -2.083, 0.271], [0.185, -0.955, -0.045], [1.782, -0.418, -0.082], [2.596, -1.038, -0.946], [2.380, -0.498, 1.109], [1.772, 1.904, 1.203], [0.485, 2.653, 0.482], [2.057, 2.902, -0.287], [1.269, 0.939, -1.518], [-2.292, 1.271, -0.494], [-3.445, -0.534, -0.015], [-2.554, -2.488, 0.787], [-0.106, -3.002, 0.481]],
  "largest_force_ev_per_a": 4.8,
  "relative_energy_ev": 0.000,
  "smiles": "C[C@@H]1c2ccccc2C1(F)F",
  "orbital_gap_ev": 10.43,
  "e_homo_ha": -0.3489,
  "mol_weight_g_mol": 154.16
}



{
  "formula": "C4H11NP2",
  "method": "ωB97M-V/def2-TZVPD",
  "species": ["C", "C", "P", "N", "P", "C", "C", "H", "H", "H", "H", "H", "H", "H", "H", "H", "H", "H"],
  "coordinates": [[-0.487, -3.058, 0.808], [-0.382, -3.125, -0.673], [-0.205, -1.387, -1.492], [0.024, -0.390, -0.329], [-0.256, 1.010, 0.396], [0.423, 2.485, -0.651], [0.305, 3.671, 0.253], [0.373, -2.519, 1.308], [-1.485, -2.533, 1.059], [-0.500, -4.079, 1.102], [-1.318, -3.603, -1.082], [0.411, -3.972, -0.839], [0.921, 0.968, 1.423], [1.447, 2.097, -0.733], [-0.048, 2.562, -1.634], [-0.609, 4.207, -0.057], [0.412, 3.187, 1.204], [0.972, 4.480, -0.063]],
  "largest_force_ev_per_a": 2.6,
  "relative_energy_ev": 1.615,
  "smiles": "CC/P=N/PCC",
  "orbital_gap_ev": 7.73,
  "e_homo_ha": -0.2972,
  "mol_weight_g_mol": 135.09
}



{
  "formula": "C3H7NO2",
  "method": "ωB97M-V/def2-TZVPD",
  "species": ["C", "N", "C", "O", "C", "O", "H", "H", "H", "H", "H", "H", "H"],
  "coordinates": [[1.366, -0.638, -0.336], [0.251, 0.077, -0.946], [-1.083, -0.426, -0.162], [-1.498, -1.488, -0.631], [-1.282, 0.409, 0.883], [-0.630, 1.664, 0.950], [1.027, -1.664, -0.117], [1.583, -0.166, 0.635], [2.272, -0.668, -0.950], [0.312, 1.094, -0.858], [0.085, -0.166, -1.927], [-2.057, 0.173, 1.599], [-0.347, 1.801, 1.861]],
  "largest_force_ev_per_a": 1.1,
  "relative_energy_ev": 2.867,
  "smiles": "C[NH2+]/C([O-])=C\\O",
  "orbital_gap_ev": 7.73,
  "e_homo_ha": -0.2625,
  "mol_weight_g_mol": 89.09
}



{
  "formula": "BaH3O3",
  "method": "ωB97M-V/def2-TZVPD",
  "species": ["O", "Ba", "O", "H", "O", "H", "H"],
  "coordinates": [[-1.873, 1.820, -1.112], [1.286, 0.727, -0.061], [-1.410, 0.911, -0.117], [-1.854, 0.057, -0.341], [0.660, -1.573, -0.069], [1.130, -2.398, 0.026], [-0.991, 2.251, -1.370]],
  "multiplicity": 2,
  "largest_force_ev_per_a": 1.4,
  "orbital_gap_ev": [4.30, 9.36],
  "e_homo_ha": [-0.1645, -0.3478],
  "mol_weight_g_mol": 188.35
}



{
  "formula": "C12H11N2S",
  "method": "ωB97M-V/def2-TZVPD",
  "species": ["C", "C", "C", "C", "C", "C", "C", "C", "C", "C", "C", "C", "N", "N", "S", "H", "H", "H", "H", "H", "H", "H", "H", "H", "H", "H"],
  "coordinates": [[-2.849, 0.619, -0.073], [4.909, 0.832, 0.556], [3.773, 1.227, 1.275], [4.832, -0.268, -0.434], [2.543, 0.588, 0.931], [3.590, -0.853, -0.753], [2.505, -0.373, -0.050], [1.222, -0.823, -0.517], [-0.027, -0.210, -0.359], [-1.159, -0.732, -0.972], [-5.931, -0.895, 0.777], [-6.165, -0.271, -0.340], [-3.401, 1.520, 0.492], [-2.338, -0.186, -0.821], [-5.760, -1.689, 2.086], [5.816, 1.430, 0.597], [3.714, 2.029, 1.970], [5.798, -0.593, -0.759], [1.600, 1.043, 1.200], [3.589, -1.576, -1.550], [1.255, -1.699, -1.185], [-0.158, 0.779, 0.134], [-0.963, -1.634, -1.510], [-5.314, -0.333, -1.040], [-7.024, 0.177, -0.693], [-4.056, 1.891, 1.038]],
  "total_charge": 1,
  "largest_force_ev_per_a": 7.2,
  "relative_energy_ev": 1.447,
  "orbital_gap_ev": 5.47,
  "e_homo_ha": -0.4084,
  "mol_weight_g_mol": 215.30
}